1.
The following is a DFT calculation (ωB97M-V/def2-TZVPD) of C5H8N2 in the gas phase at a distorted geometry.

The LUMO energy comes out at 0.572 eV. The maximum force comes out at 2.8 eV/Å. The total charge is 0. The total energy is -304.6810 a.u. For the frontier orbital gap, the calculation gives 0.325 Ha. The value obtained for the HOMO energy is -8.281 eV. The calculation puts the energy above the lowest of the compared OMol25 structures with the same formula, charge and spin at 4.2045 eV.

The geometry in XYZ format:
```
15
C5H8N2 | OMol25 | ωB97M-V/def2-TZVPD
N 2.064 -0.639 -0.119
C 0.818 -0.117 0.368
C 0.689 1.377 0.528
N 0.753 2.532 0.621
C -0.408 -0.283 -0.507
C -1.352 0.796 -0.003
C -1.445 -1.269 -0.280
H 2.785 -0.559 0.589
H 2.373 -0.123 -0.936
H 0.610 -0.568 1.348
H -0.225 -0.131 -1.574
H -1.634 0.942 1.039
H -1.633 1.664 -0.624
H -1.934 -1.787 -1.109
H -1.461 -1.832 0.660
```

---

2.
The following is a DFT calculation (ωB97M-V/def2-TZVPD) of C19H22N4O2 in the gas phase at a distorted geometry.

The structure (SMILES) is CCCCC(=O)Nc1cc2nn(-c3ccc(OC)cc3)nc2cc1C. The LUMO energy comes out at 0.044 eV. The maximum force comes out at 1.4 eV/Å. The total charge is 0. The total energy is -1106.7197 a.u. For the frontier orbital gap, the calculation gives 0.297 Ha. The value obtained for the HOMO energy is -8.039 eV. The calculation puts the energy above the lowest of the compared OMol25 structures with the same formula, charge and spin at 1.7190 eV.

The geometry in XYZ format:
```
47
C19H22N4O2 | OMol25 | ωB97M-V/def2-TZVPD
C 5.871 -0.562 5.250
C 4.515 0.044 4.908
C 3.466 -0.297 5.963
C 2.104 0.306 5.625
C 1.475 -0.402 4.433
O 1.569 -1.595 4.254
N 0.762 0.432 3.622
C 0.100 0.068 2.426
C 0.418 0.768 1.285
C -0.246 0.431 0.104
N -0.161 0.913 -1.143
N -1.028 0.197 -1.820
C -1.242 0.402 -3.181
C -2.172 -0.375 -3.858
C -2.394 -0.172 -5.207
C -1.685 0.813 -5.891
O -1.825 1.098 -7.210
C -2.752 0.358 -7.969
C -0.749 1.589 -5.198
C -0.527 1.389 -3.856
N -1.690 -0.718 -1.152
C -1.223 -0.612 0.099
C -1.550 -1.286 1.279
C -0.906 -0.943 2.441
C -1.290 -1.603 3.726
H 6.607 -0.308 4.490
H 5.797 -1.645 5.308
H 6.225 -0.190 6.209
H 4.183 -0.335 3.939
H 4.613 1.131 4.828
H 3.357 -1.381 6.023
H 3.796 0.069 6.938
H 1.424 0.164 6.470
H 2.196 1.378 5.440
H 0.945 1.421 3.713
H 1.163 1.550 1.292
H -2.714 -1.133 -3.316
H -3.121 -0.787 -5.713
H -2.498 -0.707 -7.987
H -3.772 0.483 -7.592
H -2.691 0.759 -8.980
H -0.209 2.345 -5.745
H 0.192 1.980 -3.312
H -2.313 -2.048 1.269
H -2.220 -2.153 3.607
H -0.508 -2.295 4.039
H -1.411 -0.863 4.517
```

---

3.
The following is a DFT calculation (ωB97M-V/def2-TZVPD) of a molecular structure, C40H48BF4N5OSn at a distorted geometry.

The LUMO energy comes out at -0.793 eV. The maximum force comes out at 3.8 eV/Å. The total charge is 0. The total energy is -2540.8898 a.u. For the frontier orbital gap, the calculation gives 0.286 Ha. The value obtained for the HOMO energy is -8.585 eV.

The geometry in XYZ format:
```
100
C40H48BF4N5OSn | OMol25 | ωB97M-V/def2-TZVPD
Sn 1.511 0.435 0.685
C -1.136 0.234 4.513
C -0.543 -0.082 3.190
N -0.073 0.861 2.428
N -0.059 2.178 2.854
C 0.720 2.872 2.057
O 1.295 2.484 0.977
C 0.950 4.281 2.424
C 2.118 4.909 2.060
C 2.238 6.292 2.239
C 1.209 7.017 2.838
C 0.109 6.347 3.294
C -0.083 5.002 3.071
C -0.353 -1.493 2.857
C -0.920 -2.534 3.608
C -0.707 -3.882 3.262
C 0.133 -4.168 2.188
C 0.663 -3.090 1.494
N 0.473 -1.779 1.886
H -0.647 -0.335 5.284
H -0.987 1.285 4.703
H -2.253 0.055 4.529
H 2.949 4.392 1.673
H 3.100 6.816 1.875
H 1.294 8.086 3.065
H -0.707 6.886 3.770
H -1.046 4.580 3.211
H -1.485 -2.296 4.497
H -1.114 -4.730 3.858
H 0.410 -5.148 1.842
H 1.398 -3.249 0.792
C -0.478 3.444 -3.129
C -0.025 3.471 -1.634
C 0.527 4.820 -1.278
C -1.148 2.977 -0.708
C -1.971 3.925 -0.162
C -2.947 3.591 0.809
C -3.101 2.243 1.132
C -2.398 1.251 0.522
C -2.890 -0.202 0.604
C -3.819 -0.420 -0.568
C -3.703 -0.501 1.849
C -1.342 1.649 -0.345
N -0.360 0.651 -0.736
C -0.525 -0.018 -1.791
C 0.264 -1.190 -2.190
N 0.406 -2.030 -1.273
C 1.009 -3.319 -1.540
C 2.366 -3.446 -1.524
C 2.973 -4.699 -1.550
C 2.175 -5.832 -1.500
C 0.778 -5.702 -1.457
C 0.145 -4.461 -1.515
C -1.354 -4.489 -1.595
C -1.887 -4.467 -3.050
C -2.147 -3.352 -0.848
C 3.278 -2.241 -1.523
C 4.002 -2.343 -2.894
C 4.258 -2.068 -0.419
H 0.313 3.704 -3.818
H -1.418 4.019 -3.313
H -0.708 2.420 -3.473
H 0.713 2.698 -1.563
H -0.206 5.620 -1.406
H 1.346 5.001 -1.951
H 0.864 4.858 -0.256
H -1.845 4.935 -0.441
H -3.542 4.338 1.258
H -3.806 1.932 1.845
H -2.052 -0.867 0.517
H -4.624 0.323 -0.454
H -4.340 -1.362 -0.472
H -3.330 -0.365 -1.521
H -4.657 0.085 1.822
H -3.165 -0.302 2.774
H -3.966 -1.534 1.769
H -1.215 0.220 -2.601
H 0.647 -1.278 -3.210
H 4.052 -4.744 -1.613
H 2.591 -6.840 -1.498
H 0.195 -6.554 -1.517
H -1.654 -5.396 -1.088
H -1.409 -3.606 -3.545
H -3.018 -4.329 -3.073
H -1.547 -5.328 -3.612
H -2.235 -2.493 -1.499
H -1.676 -3.047 0.076
H -3.185 -3.753 -0.703
H 2.684 -1.317 -1.525
H 4.549 -3.293 -3.000
H 4.735 -1.504 -2.970
H 3.327 -2.182 -3.714
H 5.052 -2.828 -0.465
H 3.859 -2.217 0.612
H 4.652 -1.080 -0.506
F 2.578 2.655 -3.453
B 2.703 1.335 -2.936
F 2.514 1.277 -1.468
F 1.721 0.537 -3.519
F 3.960 0.799 -3.202
```

---

4.
The following is a DFT calculation (ωB97M-V/def2-TZVPD) of 14 unconnected molecules or ions with the total composition C36H104N4O14 at a distorted geometry.

The LUMO energy comes out at 0.142 eV. The maximum force comes out at 3.1 eV/Å. The total charge is 0. The total energy is -2706.1607 a.u. For the frontier orbital gap, the calculation gives 0.329 Ha. The value obtained for the HOMO energy is -8.820 eV. The calculation puts the energy above the lowest of the compared OMol25 structures with the same formula, charge and spin at 2.0028 eV.

The geometry in XYZ format:
```
158
C36H104N4O14 | OMol25 | ωB97M-V/def2-TZVPD
C -5.519 -24.042 4.373
C -4.099 -23.443 4.355
C -3.128 -24.328 3.614
O -1.799 -23.961 4.017
C -0.833 -24.670 3.276
N -4.099 -22.059 3.855
H -5.557 -24.951 5.010
H -5.961 -24.216 3.405
H -6.146 -23.349 4.975
H -3.719 -23.380 5.423
H -3.284 -24.095 2.523
H -3.358 -25.368 3.823
H -0.941 -25.756 3.378
H 0.100 -24.291 3.576
H -0.972 -24.468 2.208
H -3.363 -21.494 4.250
H -3.755 -22.106 2.914
C 1.320 -30.848 -5.012
C 1.793 -30.278 -3.661
C 3.266 -30.469 -3.627
O 3.550 -31.868 -3.412
C 4.924 -32.112 -3.439
N 1.513 -28.902 -3.422
H 1.902 -31.800 -5.062
H 1.601 -30.214 -5.871
H 0.231 -30.959 -5.025
H 1.306 -30.904 -2.885
H 3.756 -29.927 -2.769
H 3.694 -30.130 -4.655
H 5.491 -31.555 -4.162
H 5.125 -33.226 -3.569
H 5.388 -31.743 -2.561
H 0.656 -28.576 -3.816
H 1.538 -28.597 -2.450
C 1.702 -20.867 -3.390
C 2.138 -22.277 -3.845
C 2.754 -22.216 -5.223
O 4.143 -21.753 -5.081
C 4.949 -22.228 -6.172
N 3.118 -22.860 -2.937
H 2.545 -20.227 -3.426
H 1.252 -20.747 -2.406
H 0.947 -20.634 -4.134
H 1.253 -22.890 -3.817
H 2.203 -21.570 -5.933
H 2.689 -23.205 -5.674
H 4.671 -21.847 -7.126
H 4.911 -23.347 -6.248
H 5.924 -21.810 -5.904
H 3.198 -23.855 -3.158
H 3.957 -22.310 -2.827
C -1.436 -25.097 -4.134
C -1.091 -25.180 -2.551
C -2.400 -25.397 -1.808
O -2.082 -25.771 -0.439
C -3.259 -26.239 0.168
N -0.144 -26.346 -2.396
H -2.284 -24.388 -4.215
H -1.726 -26.086 -4.483
H -0.549 -24.716 -4.644
H -0.579 -24.244 -2.162
H -2.855 -26.165 -2.393
H -3.011 -24.496 -1.771
H -3.661 -27.136 -0.300
H -4.025 -25.486 0.156
H -3.102 -26.424 1.236
H -0.611 -27.199 -2.779
H -0.100 -26.534 -1.377
C -6.019 -27.412 -3.746
C -6.722 -28.752 -3.495
O -6.238 -29.412 -2.364
H -4.954 -27.476 -3.855
H -6.225 -26.726 -2.935
H -6.317 -26.936 -4.716
H -6.590 -29.446 -4.394
H -7.811 -28.568 -3.400
H -6.337 -28.765 -1.632
C -1.287 -28.831 -6.826
C -2.460 -28.709 -5.855
O -1.850 -28.383 -4.562
H -0.682 -29.639 -6.550
H -0.631 -27.903 -6.778
H -1.623 -28.849 -7.873
H -2.928 -29.724 -5.828
H -3.195 -27.992 -6.196
H -2.517 -28.697 -3.919
C 3.579 -27.223 -5.339
C 3.408 -26.200 -4.242
O 2.083 -25.585 -4.323
H 2.853 -28.041 -5.161
H 4.609 -27.644 -5.417
H 3.452 -26.787 -6.285
H 4.114 -25.303 -4.335
H 3.538 -26.708 -3.275
H 1.473 -26.042 -3.649
C 3.304 -28.283 -0.367
C 2.948 -29.589 0.222
O 1.873 -30.225 -0.398
H 4.257 -28.010 0.023
H 2.573 -27.528 -0.063
H 3.320 -28.281 -1.449
H 2.643 -29.451 1.296
H 3.852 -30.177 0.194
H 1.113 -29.742 -0.106
C -6.751 -23.013 -2.318
C -6.592 -23.380 -0.876
O -7.016 -24.736 -0.631
H -5.990 -23.438 -2.943
H -6.775 -21.909 -2.442
H -7.706 -23.380 -2.725
H -7.291 -22.734 -0.286
H -5.560 -23.269 -0.566
H -6.619 -24.959 0.226
C -1.552 -29.283 2.517
C -2.964 -29.467 2.993
O -3.434 -30.631 2.365
H -1.113 -28.396 3.033
H -1.563 -29.163 1.454
H -0.923 -30.211 2.625
H -3.558 -28.555 2.711
H -3.125 -29.612 4.079
H -4.277 -30.875 2.729
C 3.148 -24.021 1.131
C 2.193 -24.571 0.019
O 1.536 -23.537 -0.663
H 2.521 -23.471 1.860
H 3.775 -23.325 0.561
H 3.702 -24.794 1.611
H 1.481 -25.309 0.438
H 2.744 -25.136 -0.685
H 2.140 -23.249 -1.426
C -0.780 -24.476 -7.843
C 0.463 -23.908 -7.219
O 1.333 -24.953 -6.863
H -1.369 -25.016 -7.130
H -0.603 -25.153 -8.681
H -1.402 -23.680 -8.213
H 0.239 -23.423 -6.259
H 0.964 -23.264 -7.868
H 1.202 -25.162 -5.939
C -2.580 -21.558 -0.658
C -1.111 -21.225 -1.008
O -0.231 -21.652 0.046
H -2.832 -21.162 0.318
H -2.793 -22.620 -0.699
H -3.233 -21.061 -1.377
H -0.982 -20.163 -1.173
H -0.762 -21.744 -1.947
H 0.286 -22.485 -0.156
C -1.462 -30.462 -1.678
C -2.939 -30.342 -1.310
O -3.326 -29.092 -1.912
H -1.028 -31.308 -1.220
H -1.066 -29.570 -1.241
H -1.481 -30.482 -2.787
H -3.067 -30.407 -0.253
H -3.465 -31.107 -1.875
H -4.289 -29.247 -2.135
```

---

5.
The following is a DFT calculation (ωB97M-V/def2-TZVPD) of a molecular structure, C40H40N2OPPr at a distorted geometry.

The spin multiplicity is 3. The LUMO energy (alpha / beta) comes out at 0.535 / 0.541 eV. The maximum force comes out at 2.1 eV/Å. The total charge is 0. The total energy is -2591.3961 a.u. For the frontier orbital gap (alpha / beta), the calculation gives 0.292 / 0.293 Ha. The value obtained for the HOMO energy (alpha / beta) is -7.413 / -7.428 eV. The expectation value of S² is 2.00.

The geometry in XYZ format:
```
85
C40H40N2OPPr | OMol25 | ωB97M-V/def2-TZVPD
C 3.107 -0.317 0.692
C 3.092 -0.903 -0.614
C 2.743 0.111 -1.564
H 3.374 -1.932 -0.847
C 2.563 1.335 -0.851
C 2.796 1.075 0.541
H 2.354 2.300 -1.318
C -1.128 -2.427 0.499
C 0.054 -2.914 -0.140
C -0.053 -2.615 -1.530
H 0.889 -3.421 0.344
C -1.274 -1.913 -1.767
C -1.934 -1.806 -0.502
H 2.706 0.012 -2.651
H 2.734 1.803 1.353
H 3.363 -0.823 1.624
H -2.941 -1.403 -0.353
H 0.637 -2.944 -2.319
H -1.372 -2.500 1.559
Pr 0.420 -0.233 0.227
C -1.962 -1.723 -3.130
C -3.287 -2.534 -3.049
C -1.118 -2.321 -4.267
H -3.068 -3.588 -2.813
H -3.818 -2.508 -4.012
H -3.964 -2.139 -2.274
H -0.938 -3.392 -4.077
H -0.153 -1.805 -4.381
H -1.679 -2.239 -5.212
C -2.349 -0.244 -3.483
C -1.241 0.755 -3.908
H -2.796 0.191 -2.577
H -3.100 -0.258 -4.309
O -0.642 1.423 -3.043
N -0.963 1.097 -5.192
C 0.001 2.216 -5.301
H -1.490 0.800 -6.014
C 1.411 1.672 -5.413
C 2.512 2.314 -4.815
H 2.339 3.207 -4.204
C 3.797 1.800 -5.012
H 4.658 2.333 -4.598
C 3.986 0.627 -5.749
H 4.991 0.248 -5.922
C 2.884 -0.062 -6.258
H 2.999 -0.993 -6.817
C 1.596 0.449 -6.073
H 0.711 -0.090 -6.426
H -0.102 2.732 -4.339
H -0.237 2.907 -6.127
N -0.557 1.130 1.576
P -0.617 0.747 3.102
C -2.125 -0.118 3.577
C -2.255 -0.772 4.810
C -3.460 -1.405 5.126
C -4.515 -1.411 4.208
C -4.372 -0.780 2.966
C -3.179 -0.128 2.650
C 0.726 -0.327 3.686
C 0.619 -1.732 3.653
C 1.698 -2.519 4.053
C 2.882 -1.923 4.491
C 3.006 -0.533 4.483
C 1.946 0.264 4.060
C -0.484 2.260 4.043
C -0.386 2.262 5.439
C -0.225 3.484 6.100
C -0.155 4.677 5.367
C -0.257 4.663 3.970
C -0.421 3.448 3.305
H -1.421 -0.794 5.515
H -3.574 -1.897 6.096
H -5.457 -1.907 4.455
H -5.189 -0.785 2.239
H -3.030 0.366 1.688
H -0.314 -2.209 3.335
H 1.601 -3.608 4.037
H 3.711 -2.542 4.843
H 3.932 -0.059 4.817
H 2.050 1.352 4.033
H -0.426 1.325 5.998
H -0.150 3.503 7.191
H -0.018 5.632 5.885
H -0.210 5.590 3.391
H -0.484 3.385 2.218
```

---

6.
The following is a DFT calculation (ωB97M-V/def2-TZVPD) of C21H30N4O4 in the gas phase.

The structure (SMILES) is COc1ccccc1CN1CCNC(=O)[C@@H]1CC(=O)NCCCN1CCCC1=O. The LUMO energy comes out at 0.603 eV. The maximum force comes out at 0.6 eV/Å. The total charge is 0. The total energy is -1338.2615 a.u. For the frontier orbital gap, the calculation gives 0.339 Ha. The value obtained for the HOMO energy is -8.610 eV. The calculation puts the energy above the lowest of the compared OMol25 structures with the same formula, charge and spin at 0.7508 eV.

The geometry in XYZ format:
```
59
C21H30N4O4 | OMol25 | ωB97M-V/def2-TZVPD
C -3.820 -1.044 -2.624
O -2.908 -0.180 -1.983
C -3.387 0.718 -1.078
C -4.738 0.980 -0.880
C -5.137 1.968 0.003
C -4.199 2.721 0.683
C -2.854 2.445 0.506
C -2.429 1.432 -0.339
C -0.963 1.084 -0.445
N -0.494 0.010 0.425
C -0.438 0.302 1.841
C -1.791 0.221 2.571
N -2.673 -0.758 1.972
C -2.501 -1.418 0.812
O -3.372 -2.129 0.346
C -1.121 -1.278 0.179
C -0.259 -2.443 0.713
C 1.219 -2.200 0.449
O 2.022 -2.042 1.348
N 1.553 -2.192 -0.854
C 2.869 -1.844 -1.342
C 2.872 -0.482 -2.035
C 2.638 0.670 -1.053
N 3.768 0.856 -0.174
C 3.687 0.675 1.259
C 5.156 0.642 1.693
C 5.865 1.457 0.614
C 4.958 1.323 -0.601
O 5.236 1.595 -1.751
H -3.215 -1.683 -3.266
H -4.535 -0.491 -3.241
H -4.346 -1.661 -1.891
H -5.488 0.418 -1.412
H -6.191 2.156 0.144
H -4.509 3.513 1.348
H -2.112 3.032 1.031
H -0.362 1.967 -0.207
H -0.740 0.781 -1.471
H 0.263 -0.410 2.285
H -0.020 1.302 1.974
H -2.296 1.194 2.551
H -1.622 -0.049 3.619
H -3.593 -0.839 2.384
H -1.241 -1.388 -0.902
H -0.584 -3.366 0.232
H -0.392 -2.557 1.789
H 0.821 -2.268 -1.542
H 3.538 -1.835 -0.480
H 3.203 -2.618 -2.041
H 3.833 -0.326 -2.526
H 2.092 -0.460 -2.799
H 2.485 1.591 -1.628
H 1.756 0.474 -0.441
H 3.156 1.522 1.715
H 3.154 -0.245 1.506
H 5.519 -0.386 1.685
H 5.297 1.047 2.693
H 5.923 2.516 0.875
H 6.872 1.110 0.390
```

---

Which formula does entry 6 have? C21H30N4O4

---

What is the maximum force in the third record? 3.8 eV/Å

---

Which value of maximum force does entry 3 give? 3.8 eV/Å